{"formula": "C28H44AgF6N2P5", "method": "ωB97M-V with the def2-TZVPD basis set", "symbols": ["Ag", "C", "P", "C", "C", "C", "C", "C", "C", "C", "P", "C", "C", "H", "H", "H", "H", "H", "H", "H", "H", "H", "H", "H", "H", "H", "H", "H", "H", "C", "P", "C", "N", "C", "C", "C", "C", "C", "C", "N", "C", "P", "C", "C", "C", "C", "C", "C", "C", "C", "C", "H", "H", "H", "H", "H", "H", "H", "H", "H", "H", "H", "H", "H", "H", "H", "H", "H", "H", "H", "H", "H", "H", "H", "H", "H", "H", "H", "H", "F", "P", "F", "F", "F", "F", "F"], "xyz": [[1.0697, 0.2721, 0.0748], [2.0430, 0.7748, 3.4848], [2.3406, 1.4645, 1.8533], [2.5706, 3.2677, 2.3430], [4.0825, 0.8907, 1.7325], [4.9441, 0.9583, 2.8763], [6.1973, 0.2874, 2.9160], [6.5481, -0.3985, 1.7621], [5.7435, -0.3602, 0.5857], [4.5303, 0.2828, 0.5680], [3.4209, 0.3425, -0.8330], [3.9217, -1.0296, -1.9310], [3.7666, 1.8952, -1.7025], [2.4543, 1.4277, 4.2813], [2.5272, -0.2001, 3.5950], [0.9780, 0.6383, 3.7493], [3.3894, 3.7392, 1.7723], [2.8866, 3.3499, 3.4322], [1.6586, 3.8287, 2.1919], [4.6405, 1.4996, 3.7408], [6.9302, 0.2999, 3.7838], [7.5314, -0.8683, 1.7096], [6.1521, -0.8304, -0.3115], [4.8789, -0.8770, -2.4182], [3.1627, -1.2288, -2.6849], [3.9425, -1.9158, -1.2610], [2.8976, 2.0204, -2.4117], [4.5991, 1.7792, -2.3733], [3.8878, 2.8006, -1.0556], [0.0045, -2.2102, 2.3232], [-0.5467, -1.5715, 0.6204], [-2.2198, -0.9389, 1.0158], [-3.0343, -1.7145, 1.7695], [-4.3388, -1.3398, 1.7283], [-5.3484, -2.2191, 2.1643], [-6.6909, -1.9014, 1.9115], [-7.0151, -0.5730, 1.5035], [-6.0270, 0.3403, 1.1440], [-4.6789, 0.0228, 1.3407], [-3.7194, 0.9276, 1.0208], [-2.5350, 0.4105, 0.7708], [-1.3445, 1.4974, -0.0171], [-1.4010, 2.9411, 1.2001], [-2.2344, 2.1621, -1.5306], [-1.2659, 2.9807, -2.3860], [-2.8306, 0.9918, -2.3234], [-3.3985, 3.0781, -1.0758], [-0.7427, -3.0931, -0.4456], [-1.1804, -2.6569, -1.8117], [-1.7283, -4.1139, 0.1266], [0.7586, -3.6212, -0.4786], [1.1049, -2.2051, 2.5300], [-0.3056, -3.2521, 2.3776], [-0.4995, -1.7547, 3.1910], [-5.0116, -3.1116, 2.7170], [-7.4177, -2.6372, 2.1617], [-8.0708, -0.3366, 1.3402], [-6.2984, 1.3501, 0.8801], [-2.3947, 2.9992, 1.5679], [-0.9948, 3.8141, 0.7262], [-0.8066, 2.6298, 2.0525], [-0.4917, 2.2959, -2.7933], [-0.7908, 3.8365, -1.9212], [-1.7654, 3.4422, -3.2325], [-2.0328, 0.3475, -2.7209], [-3.4913, 1.3712, -3.1511], [-3.3602, 0.3043, -1.6447], [-3.0426, 3.8645, -0.4586], [-4.0662, 2.5020, -0.4075], [-3.8492, 3.5399, -1.9628], [-2.2211, -2.2830, -1.6996], [-1.0917, -3.5584, -2.4844], [-0.6012, -1.8066, -2.1460], [-2.7010, -3.7031, -0.0221], [-1.5977, -4.3137, 1.1697], [-1.6874, -5.1209, -0.3989], [1.4119, -2.7682, -0.7180], [0.8792, -4.3803, -1.2969], [1.1127, -4.0529, 0.4289], [2.3864, -1.1805, -4.6426], [1.1148, -0.0907, -4.6166], [-0.0979, 0.9627, -4.4568], [2.1533, 1.1443, -4.2281], [0.9812, -0.3836, -2.9619], [1.3430, 0.2703, -6.1953], [0.0219, -1.2452, -5.0238]], "mulliken_charge": [0.381, -1.547, 1.176, -1.351, 0.263, -0.409, -0.934, -0.564, -0.773, 0.381, 1.104, -1.245, -1.072, 0.509, 0.452, 0.291, 0.360, 0.404, 0.407, 0.359, 0.345, 0.382, 0.381, 0.511, 0.175, 0.420, 0.249, 0.474, 0.343, -1.411, 1.045, 0.341, -0.452, 0.315, -0.456, -0.602, -0.520, -0.520, 0.209, -0.112, -0.350, 0.817, -1.787, 1.570, -1.500, -1.250, -1.611, 1.596, -1.270, -1.630, -1.794, 0.219, 0.393, 0.362, 0.414, 0.414, 0.383, 0.438, 0.564, 0.399, 0.492, 0.134, 0.304, 0.498, 0.036, 0.485, 0.207, 0.391, 0.208, 0.517, 0.215, 0.537, -0.076, 0.460, 0.297, 0.415, 0.340, 0.460, 0.319, -0.444, 1.515, -0.339, -0.360, -0.616, -0.325, -0.358], "largest_force_ha_per_bohr": 0.051, "orbital_gap_ev": [7.4, 5.0], "lumo_energy_ev": [-3.967, -6.257], "total_charge": 1, "e_above_lowest_kj_mol": 31.4, "multiplicity": 2}

=====

{"formula": "C28H44BrN3OsP2", "method": "ωB97M-V with the def2-TZVPD basis set", "symbols": ["N", "C", "C", "C", "C", "C", "C", "Os", "P", "C", "C", "C", "C", "C", "C", "C", "Br", "H", "H", "H", "H", "H", "H", "H", "H", "H", "H", "P", "C", "C", "H", "H", "H", "H", "H", "C", "C", "H", "H", "H", "H", "H", "C", "C", "H", "H", "H", "H", "H", "C", "C", "H", "H", "H", "H", "H", "C", "C", "H", "H", "H", "H", "H", "C", "C", "H", "H", "H", "H", "H", "N", "C", "C", "N", "C", "H", "H", "H", "H"], "xyz": [[7.8099, 3.4667, 4.8664], [7.2370, 2.5429, 5.6237], [6.0335, 1.9242, 5.2545], [5.3959, 2.3201, 4.0535], [6.0698, 3.2802, 3.2419], [7.2853, 3.8185, 3.7011], [4.1153, 1.7430, 3.6515], [-0.8816, 0.0394, 1.1359], [-1.5877, -3.5716, -4.0239], [3.6385, 1.9110, 2.3918], [2.5285, 1.1535, 1.8539], [2.6771, 0.7900, 0.4664], [1.9754, -0.3126, 0.0232], [0.8486, -0.5692, 0.7983], [0.6555, -0.4094, 2.2219], [1.5913, 0.6237, 2.7435], [-0.6058, -2.1727, -0.4154], [3.5851, 1.1122, 4.4063], [4.1628, 2.5210, 1.6574], [5.5968, 1.1429, 5.8768], [5.6709, 3.6392, 2.2833], [7.7112, 2.2805, 6.5688], [7.8030, 4.5587, 3.0873], [3.4615, 1.2990, -0.0976], [1.6963, 0.8245, 3.8292], [2.0971, -0.9440, -0.8631], [0.4079, -1.2775, 2.8890], [-1.4696, 1.5145, -0.4420], [-0.6489, -4.4875, -2.8048], [0.0684, -5.6808, -3.4572], [-1.3376, -4.8545, -2.0258], [0.0556, -3.7848, -2.3396], [0.4412, -6.3739, -2.6969], [-0.6157, -6.2375, -4.1048], [0.9143, -5.3720, -4.0785], [-0.5007, -2.3203, -4.7075], [-0.7873, -2.0504, -6.1932], [0.5071, -2.7515, -4.6187], [-0.5789, -1.4221, -4.0808], [0.0045, -1.4318, -6.6258], [-0.8197, -2.9746, -6.7785], [-1.7390, -1.5387, -6.3542], [-3.0489, -2.8474, -3.2115], [-4.2611, -3.7931, -3.3750], [-3.2708, -1.8903, -3.7229], [-2.7486, -2.6639, -2.1633], [-5.1941, -3.2780, -3.1094], [-4.3553, -4.1296, -4.4190], [-4.1612, -4.6969, -2.7595], [-3.2791, 1.5365, -0.8080], [-3.9871, 2.8713, -0.5249], [-3.7541, 0.7087, -0.2540], [-3.4261, 1.2906, -1.8786], [-4.0061, 3.1290, 0.5466], [-3.4787, 3.6853, -1.0597], [-5.0302, 2.8371, -0.8839], [-0.8643, 1.2543, -2.1566], [0.3432, 2.0926, -2.5769], [-1.7029, 1.4946, -2.8376], [-0.6444, 0.1773, -2.2428], [0.0733, 3.1559, -2.5935], [1.2244, 1.9768, -1.9315], [0.6475, 1.8130, -3.5980], [-0.9212, 3.1038, 0.2433], [-0.9917, 3.0072, 1.7674], [-1.5514, 3.9011, -0.1776], [0.1185, 3.2653, -0.0865], [-0.1215, 3.4734, 2.2356], [-1.9273, 3.4265, 2.1456], [-0.9699, 1.9710, 2.1532], [-3.1869, -1.5512, 4.2680], [-4.1571, -0.6671, 3.7835], [-3.6418, -0.1047, 2.6454], [-2.3481, -0.6376, 2.4677], [-2.1457, -1.5575, 3.4060], [-3.1991, -2.1653, 5.0759], [-5.1256, -0.5630, 4.2569], [-4.0860, 0.6192, 1.9671], [-1.2932, -2.2131, 3.4917]], "mulliken_charge": [-0.431, -0.244, -0.308, 0.614, -0.251, -0.246, -0.032, 0.733, 0.197, -0.634, 1.461, -0.637, -0.603, -0.211, -0.179, -1.300, -0.099, 0.228, 0.173, 0.450, 0.427, 0.413, 0.402, 0.485, 0.360, 0.488, 0.642, 0.626, -0.052, -1.337, 0.526, -0.014, 0.387, 0.401, 0.345, 0.304, -1.294, 0.412, -0.278, 0.389, 0.392, 0.362, 0.075, -1.292, 0.359, 0.003, 0.372, 0.399, 0.357, -0.719, -1.356, 0.491, 0.509, 0.301, 0.372, 0.429, 0.179, -1.470, 0.563, -0.355, 0.417, 0.257, 0.420, -0.793, -0.886, 0.617, 0.457, 0.295, 0.317, 0.109, -0.039, -0.543, -0.204, 0.092, -0.246, 0.244, 0.416, 0.315, 0.469], "largest_force_ha_per_bohr": 0.146, "orbital_gap_ev": [5.3, 4.8], "lumo_energy_ev": [-13.107, -13.974], "total_charge": 4, "e_above_lowest_kj_mol": 267.2, "multiplicity": 5}